A molecular structure, C44H36Br3CsF4IN2OPSe5, computed with ωB97M-V/def2-TZVPD.

## Properties
Net charge: -2
LUMO in Eh: 0.115
HOMO level in eV: -1.1
Orbital gap in eV: 4.219

```
98
Properties=species:S:1:pos:R:3:forces:R:3:mulliken_charge:R:1
Cs -0.774 -0.121 -0.320 0.2 0.7 -0.4 0.867
O -0.042 -1.483 -3.428 -0.1 0.0 0.0 -0.325
C -0.590 -0.810 -4.562 0.1 0.0 0.0 -0.328
C 0.308 0.359 -4.932 0.0 0.0 0.1 -0.906
C 0.293 1.473 -3.880 -0.1 0.0 -0.1 0.495
C -1.076 2.078 -3.688 0.0 0.0 0.1 -0.170
C -1.779 2.627 -4.755 -0.1 0.1 0.0 -0.487
C -3.066 3.102 -4.547 0.1 0.0 0.0 -0.528
C -3.608 3.047 -3.274 0.1 0.1 -0.1 -0.614
C -2.812 2.545 -2.259 0.1 -0.1 0.1 -0.481
N -1.588 2.054 -2.454 0.0 0.1 -0.1 0.242
H -0.765 -2.016 -3.055 -0.1 0.1 -0.1 0.082
H -1.604 -0.466 -4.340 0.0 0.0 0.1 0.346
H -0.653 -1.499 -5.411 0.0 -0.1 0.0 0.330
H -0.026 0.746 -5.900 0.1 0.0 0.0 0.355
H 1.331 -0.012 -5.057 0.0 0.0 0.0 0.352
H 0.993 2.266 -4.161 0.0 0.0 0.1 0.259
H 0.623 1.057 -2.928 0.1 0.1 0.0 -0.265
H -1.323 2.682 -5.737 0.0 -0.1 0.0 0.365
H -3.640 3.508 -5.372 0.0 0.0 0.0 0.391
H -4.619 3.368 -3.068 0.0 0.0 0.0 0.442
H -3.177 2.531 -1.239 -0.1 -0.1 0.0 0.471
F 0.698 -8.023 2.113 0.2 -0.3 0.0 -0.316
C 0.154 -6.812 2.060 0.0 0.1 0.0 0.623
C -1.001 -6.546 2.752 -0.2 0.1 0.1 0.198
F -1.559 -7.507 3.486 -0.1 -0.2 0.1 -0.315
C -1.565 -5.286 2.692 0.1 0.1 0.0 0.411
F -2.658 -5.106 3.424 -0.2 0.1 0.1 -0.380
C -1.021 -4.257 1.929 -0.1 0.0 0.0 -0.560
P -1.794 -2.565 1.781 -0.6 -0.6 0.7 0.630
C -1.724 -2.182 3.597 0.1 -0.1 0.0 0.733
C -2.777 -2.261 4.503 0.1 0.0 0.1 0.007
C -2.565 -1.985 5.849 0.0 0.0 -0.1 -0.680
C -1.303 -1.632 6.307 0.0 0.0 0.0 -0.614
C -0.245 -1.554 5.411 0.0 0.0 0.0 -0.351
C -0.459 -1.824 4.066 0.0 0.0 0.1 -0.946
C -3.552 -3.009 1.513 0.0 0.0 0.0 0.944
C -3.945 -4.204 0.916 0.0 0.0 0.0 -0.454
C -5.288 -4.473 0.703 0.1 0.0 0.0 -0.708
C -6.252 -3.545 1.071 0.1 0.0 0.0 -0.692
C -5.868 -2.329 1.610 -0.1 -0.2 0.1 -0.640
C -4.523 -2.055 1.813 0.1 -0.1 0.0 -0.841
C 0.171 -4.552 1.271 0.0 0.0 0.0 0.135
Br 1.111 -3.237 0.302 0.1 -0.1 -0.1 -0.077
C 0.750 -5.808 1.334 0.1 0.3 -0.2 0.088
F 1.898 -6.080 0.710 0.1 0.0 -0.1 -0.368
H -3.764 -2.540 4.163 0.0 0.0 0.0 0.430
H -3.395 -2.045 6.544 0.0 0.0 0.0 0.415
H -1.147 -1.406 7.356 0.0 0.0 0.0 0.347
H 0.744 -1.272 5.755 0.0 0.0 0.0 0.448
H 0.361 -1.743 3.363 0.0 0.0 0.0 0.221
H -3.205 -4.928 0.598 0.0 0.0 0.0 0.489
H -5.576 -5.402 0.225 0.0 0.0 0.0 0.340
H -7.300 -3.744 0.883 0.0 0.0 0.0 0.350
H -6.602 -1.564 1.824 0.1 -0.1 0.0 0.380
H -4.240 -1.079 2.193 -0.1 0.0 0.0 0.541
C 5.217 0.227 2.576 -0.1 0.1 0.0 -1.453
C 3.763 0.566 2.763 0.1 -0.1 0.0 0.666
C 3.350 1.651 3.526 0.0 0.1 0.0 -0.460
C 2.007 1.973 3.613 0.1 0.1 0.0 -0.630
C 1.118 1.170 2.920 0.0 -0.1 -0.1 0.107
Br -0.744 1.554 2.985 0.0 0.1 0.1 -0.095
N 1.469 0.128 2.204 0.1 -0.1 -0.1 0.111
C 2.771 -0.169 2.134 -0.1 0.1 0.0 -0.411
H 5.781 0.374 3.499 0.0 0.0 0.0 0.422
H 5.651 0.878 1.812 0.0 0.0 0.0 0.254
H 5.341 -0.804 2.242 0.0 0.0 0.0 0.322
H 4.082 2.260 4.045 0.0 0.0 -0.1 0.386
H 1.660 2.827 4.177 0.0 0.0 0.0 0.470
H 3.033 -1.028 1.527 0.0 0.0 0.0 0.399
Se -3.055 -1.899 -1.960 0.3 -0.3 0.0 -0.619
Se -5.359 -1.569 -1.975 -0.2 0.0 -0.1 -0.368
Se -5.734 0.656 -1.353 0.0 0.1 -0.2 -0.074
Se -6.521 0.811 0.818 -0.1 0.4 0.2 -0.729
Se 3.390 3.585 -0.753 -0.1 0.0 0.0 -0.497
C 2.167 5.044 -0.757 0.0 0.0 0.1 -0.202
C 1.476 5.430 0.404 -0.1 0.1 -0.2 -0.315
C 0.582 6.495 0.395 0.1 -0.1 0.0 -0.462
C 0.348 7.216 -0.770 0.0 0.0 0.0 -0.406
C 1.025 6.852 -1.929 0.1 -0.1 0.1 -0.473
C 1.919 5.787 -1.924 -0.1 0.1 0.2 -0.282
H 1.647 4.874 1.317 0.0 0.0 0.0 0.393
H 0.058 6.763 1.307 0.0 0.0 0.0 0.335
H -0.356 8.041 -0.777 0.0 0.0 0.0 0.349
H 0.852 7.402 -2.849 0.0 0.0 0.0 0.322
H 2.440 5.511 -2.833 0.0 0.0 0.0 0.319
Br 6.608 -1.173 -1.071 0.0 0.0 0.0 -0.229
C 5.936 0.168 -2.236 -0.1 0.0 -0.1 0.286
C 6.866 0.964 -2.889 0.0 0.0 0.0 -0.494
C 6.432 1.964 -3.746 0.0 0.0 0.0 -0.576
C 5.077 2.177 -3.935 0.0 0.0 0.0 -0.569
C 4.149 1.382 -3.282 0.0 0.0 0.0 -0.345
C 4.572 0.362 -2.443 0.2 -0.2 0.1 -0.121
I 3.113 -0.859 -1.591 0.1 0.1 -0.1 0.391
H 7.921 0.796 -2.720 0.0 0.0 0.0 0.379
H 7.160 2.588 -4.251 0.0 0.0 0.0 0.332
H 4.730 2.979 -4.573 0.0 0.0 0.0 0.367
H 3.090 1.566 -3.397 0.1 0.0 0.0 0.515
```
Forces are in eV/Å.

---

A molecular structure, C25H19Cl3CsN3O5S6, computed with ωB97M-V/def2-TZVPD.

## Properties
Net charge: -2
LUMO in Eh: 0.126
HOMO level in eV: -1.1
Orbital gap in eV: 4.573

```
62
Properties=species:S:1:pos:R:3:forces:R:3:mulliken_charge:R:1
Cs -0.346 -2.928 -1.823 0.0 0.0 -0.2 1.114
O 1.790 0.068 -7.224 0.0 -0.2 0.3 -0.658
C 1.782 -0.791 -6.357 0.1 0.1 -0.2 0.525
S 0.879 -2.310 -6.452 0.1 0.5 0.0 -0.247
C 1.337 -2.981 -4.881 -0.3 -0.4 -0.1 -0.081
C 2.184 -2.238 -4.139 0.3 0.2 0.3 -0.389
S 2.927 -2.525 -2.580 -0.1 0.0 0.2 -0.309
S 2.712 -0.706 -4.852 -0.3 0.1 -0.3 -0.195
S 0.612 -4.546 -4.600 0.0 -0.1 0.2 -0.508
N -0.476 -4.852 0.949 0.1 0.1 0.0 -0.398
C -0.866 -3.869 1.886 -0.1 0.0 0.0 0.986
C 0.042 -2.886 2.281 0.0 0.0 -0.1 -0.433
C -0.352 -1.868 3.131 0.0 0.0 -0.1 -0.465
C -1.654 -1.804 3.609 0.0 0.0 0.0 -0.603
C -2.554 -2.789 3.234 0.0 0.0 0.0 -0.302
C -2.169 -3.814 2.375 0.0 0.0 0.0 -0.790
S -2.128 -0.427 4.658 0.0 0.0 0.0 1.250
O -2.187 0.715 3.741 0.0 0.0 0.0 -0.643
O -1.052 -0.317 5.631 0.0 0.0 0.0 -0.725
O -3.419 -0.809 5.209 0.0 0.0 0.0 -0.762
H 0.523 -5.004 0.939 0.0 -0.1 0.0 0.268
H -0.970 -5.728 1.010 -0.1 0.0 0.1 0.204
H 1.066 -2.915 1.916 -0.1 0.0 0.0 0.182
H 0.358 -1.107 3.431 0.0 0.0 0.0 0.499
H -3.564 -2.735 3.621 0.0 0.0 0.0 0.452
H -2.887 -4.570 2.072 0.0 0.0 0.0 0.273
Cl 3.366 -1.038 2.342 0.0 0.0 0.0 -0.247
C 2.162 -0.015 1.614 0.0 0.0 -0.1 0.091
C 1.561 -0.407 0.430 0.1 0.0 0.0 -1.254
C 0.613 0.428 -0.137 0.0 0.0 0.0 0.388
C 0.305 1.669 0.414 0.0 -0.1 -0.1 0.512
C -0.612 2.632 -0.301 0.0 0.0 0.0 -0.885
C -2.087 2.400 0.009 -0.1 0.0 0.2 -1.594
N -2.544 1.043 -0.211 0.2 0.1 -0.2 0.229
C -2.703 0.093 0.766 0.0 0.1 0.2 0.043
C -2.954 -1.069 0.105 0.2 0.0 0.0 -0.742
N -2.923 -0.861 -1.254 -0.2 -0.3 -0.3 -0.702
C -2.680 0.413 -1.411 0.2 0.1 0.2 -0.306
O -0.495 2.633 -1.722 0.1 -0.2 0.1 -0.379
C 0.813 2.544 -2.298 -0.1 0.1 -0.2 -0.697
C 1.856 3.375 -1.614 0.0 0.0 0.0 -0.001
C 3.110 2.937 -1.311 0.0 0.1 0.1 0.919
Cl 3.770 1.400 -1.659 0.0 0.0 0.0 -0.139
S 4.037 4.124 -0.480 0.0 0.0 -0.1 -0.245
C 2.747 5.251 -0.561 0.0 0.0 0.0 -0.487
C 1.664 4.725 -1.187 0.0 0.0 0.0 -0.751
C 0.917 2.005 1.615 0.0 0.0 0.1 0.832
Cl 0.548 3.516 2.399 0.0 0.0 0.1 -0.299
C 1.833 1.174 2.234 0.0 0.1 0.0 -0.741
H 1.891 -1.312 -0.070 -0.1 0.0 -0.1 0.361
H 0.120 0.144 -1.062 0.1 0.0 0.1 0.476
H -0.396 3.637 0.067 0.1 0.0 0.0 0.858
H -2.675 3.093 -0.594 0.0 0.0 0.0 0.375
H -2.251 2.625 1.063 0.0 0.0 0.0 0.423
H -2.610 0.334 1.818 0.0 0.0 0.0 0.498
H -3.117 -2.040 0.538 -0.1 -0.1 0.0 0.604
H -2.558 0.931 -2.348 0.0 0.0 0.0 0.508
H 0.673 2.890 -3.323 0.0 0.0 0.0 0.462
H 1.153 1.509 -2.358 0.0 0.0 0.0 0.255
H 2.851 6.234 -0.130 0.0 0.0 0.0 0.426
H 0.739 5.263 -1.339 0.0 0.0 0.0 0.463
H 2.286 1.457 3.173 0.0 0.0 0.0 0.497
```
Forces are in eV/Å.

---

A molecular structure, C39H47AsAuN2O3P3S, computed with ωB97M-V/def2-TZVPD.

## Properties
Net charge: +2
LUMO in Eh: -0.259
HOMO level in eV: -12.7
Orbital gap in eV: 5.702

```
97
Properties=species:S:1:pos:R:3:forces:R:3:mulliken_charge:R:1
Au 0.067 -0.613 -0.298 0.0 -0.5 -0.3 1.417
C 1.090 4.148 -1.037 0.7 -0.9 -0.5 -0.727
P 1.712 2.574 -1.677 0.6 1.3 -0.4 0.527
C 3.469 2.500 -1.257 -0.4 -0.2 -0.1 -1.294
C 1.595 2.659 -3.478 0.0 -0.2 0.3 -1.424
O 0.947 1.402 -1.123 -0.2 -1.0 -0.2 -0.601
H 1.628 4.984 -1.483 0.1 -0.1 0.0 0.575
H 1.206 4.175 0.047 0.2 -0.1 -0.3 0.401
H 0.028 4.238 -1.278 0.4 0.0 0.0 0.047
H 3.989 3.381 -1.631 0.0 0.0 0.0 0.481
H 3.900 1.600 -1.698 0.1 0.0 0.0 0.280
H 3.575 2.449 -0.172 0.0 0.1 0.0 0.351
H 2.095 3.545 -3.865 0.0 0.0 0.0 0.463
H 0.541 2.687 -3.756 0.0 0.0 0.0 0.372
H 2.048 1.766 -3.910 0.0 0.0 0.0 0.385
C -2.105 2.095 -0.536 0.8 -0.2 0.2 -0.425
P -2.117 0.259 -0.318 -0.6 1.0 -0.4 -1.059
C -2.920 -0.186 -1.880 0.4 -0.3 0.0 1.102
C -2.121 0.013 -3.009 0.0 0.0 0.1 -0.613
C -2.629 -0.236 -4.273 0.1 0.0 0.1 -0.738
C -3.939 -0.678 -4.409 0.0 0.0 0.0 -0.673
C -4.730 -0.870 -3.286 -0.1 0.0 0.0 -0.745
C -4.224 -0.638 -2.014 0.1 0.0 0.2 -0.480
C -3.066 -0.081 1.174 0.5 -0.5 0.0 0.923
C -2.412 -0.726 2.224 0.0 0.1 -0.1 -0.276
C -3.077 -0.961 3.414 0.0 0.0 0.0 -1.028
C -4.406 -0.580 3.542 0.0 0.0 0.0 -0.595
C -5.057 0.060 2.496 -0.1 0.0 0.0 -0.969
C -4.389 0.328 1.313 0.0 0.0 -0.1 -0.244
P -2.303 3.136 0.993 -0.8 0.1 0.5 -0.383
C -1.518 4.660 0.374 -0.1 0.1 0.2 0.711
C -0.519 5.324 1.085 -0.4 0.2 0.0 -0.520
C 0.081 6.452 0.544 -0.2 0.2 0.2 -0.343
C -0.315 6.933 -0.696 0.0 0.1 0.0 -0.710
C -1.344 6.305 -1.385 -0.1 0.1 0.0 -0.483
C -1.954 5.183 -0.847 -0.1 0.1 0.2 -0.540
C -1.032 2.453 2.104 0.1 -0.1 -0.3 0.502
C -1.286 2.427 3.470 0.0 0.0 0.0 -1.222
C -0.333 1.930 4.349 0.1 0.0 0.0 -0.908
C 0.881 1.460 3.867 0.0 0.0 0.1 -0.887
C 1.139 1.487 2.503 0.0 0.0 -0.1 -1.693
C 0.186 1.973 1.617 0.0 0.1 0.3 1.784
H -2.922 2.339 -1.212 -0.1 -0.1 0.0 1.209
H -1.169 2.358 -1.040 -0.2 -0.2 -0.1 -0.137
H -1.099 0.361 -2.881 0.0 0.0 -0.1 0.247
H -2.008 -0.084 -5.146 0.0 0.0 0.0 0.479
H -4.342 -0.871 -5.394 0.0 0.0 0.0 0.420
H -5.752 -1.207 -3.397 0.0 0.0 0.0 0.468
H -4.830 -0.824 -1.137 0.0 0.0 -0.1 0.550
H -1.381 -1.039 2.103 0.0 0.0 0.1 0.404
H -2.565 -1.442 4.236 0.0 0.0 0.0 0.520
H -4.937 -0.780 4.463 0.0 0.0 0.0 0.457
H -6.094 0.349 2.603 0.0 0.0 0.0 0.466
H -4.896 0.850 0.511 0.0 0.0 0.0 0.555
H -0.208 4.953 2.054 0.1 0.0 0.0 0.473
H 0.857 6.964 1.099 0.0 0.0 0.0 0.424
H 0.162 7.810 -1.113 0.0 0.0 0.0 0.446
H -1.684 6.703 -2.332 0.0 0.0 0.0 0.457
H -2.782 4.720 -1.372 0.0 0.0 -0.1 0.394
H -2.236 2.789 3.845 0.0 0.0 0.0 0.504
H -0.532 1.914 5.412 0.0 0.0 0.0 0.448
H 1.632 1.086 4.551 0.0 0.0 0.0 0.491
H 2.103 1.161 2.128 -0.1 0.2 0.1 1.254
H 0.408 2.010 0.555 -0.1 0.1 0.6 -0.042
C 2.715 -5.489 -0.767 -0.1 -0.2 0.2 -0.926
As 2.110 -5.675 1.071 0.1 0.4 0.3 0.637
C 3.649 -6.357 2.021 -0.1 -0.1 -0.2 -1.114
C 0.794 -7.101 1.135 0.1 0.0 -0.1 -1.127
S 1.451 -3.842 1.867 0.0 -0.2 -0.1 -0.416
H 2.781 -6.468 -1.240 0.0 0.0 0.0 0.440
H 3.701 -5.027 -0.749 0.0 0.0 0.0 0.352
H 2.023 -4.852 -1.311 0.0 0.0 0.0 0.110
H 4.104 -7.150 1.427 0.0 0.0 0.1 0.419
H 3.333 -6.756 2.983 -0.1 0.0 0.0 0.378
H 4.361 -5.552 2.183 0.0 0.0 0.0 0.320
H 1.277 -8.002 1.512 0.0 0.0 0.0 0.416
H 0.401 -7.296 0.139 0.0 0.0 0.0 0.361
H -0.014 -6.822 1.806 0.0 0.1 0.0 0.336
N 5.541 -0.352 3.058 0.0 0.0 0.0 -0.447
C 4.980 -0.648 2.102 0.1 0.0 0.2 -0.375
C 4.269 -0.984 0.906 -0.1 -0.1 -0.4 -0.008
C 4.933 -1.373 -0.256 -0.1 0.0 0.1 -0.264
C 4.183 -1.671 -1.383 0.0 0.0 0.1 -1.016
C 2.809 -1.538 -1.325 0.1 -0.1 -0.1 -0.359
N 2.179 -1.159 -0.209 -0.6 0.0 -0.3 0.698
C 2.882 -0.904 0.889 0.0 -0.2 0.3 -1.217
H 6.013 -1.440 -0.264 0.0 0.0 0.0 0.614
H 4.664 -1.993 -2.296 0.0 0.0 0.0 0.542
H 2.187 -1.742 -2.187 0.0 0.0 0.0 0.533
H 2.332 -0.643 1.783 0.1 -0.2 -0.1 1.714
C -0.985 -4.714 -1.313 -0.3 -0.2 0.0 -0.794
O -0.242 -3.516 -0.952 1.1 0.6 -0.4 -0.107
C -0.950 -2.547 -0.488 -0.6 0.7 0.3 0.512
O -2.114 -2.538 -0.279 -0.2 0.0 0.3 -0.377
H -0.403 -5.207 -2.084 0.1 0.0 0.1 0.298
H -1.969 -4.441 -1.686 0.1 0.0 0.0 0.437
H -1.095 -5.338 -0.429 0.1 0.1 0.1 0.207
```
Forces are in eV/Å.

---

A molecular structure, C7H5HgMgO3, computed with ωB97M-V/def2-TZVPD.

## Properties
Net charge: 0
LUMO (alpha / beta) in Eh: -0.047 / -0.088
Expectation value of S²: 0.76
HOMO level (alpha / beta) in eV: -6.5 / -6.5
Spin multiplicity: 2
Orbital gap (alpha / beta) in eV: 5.237 / 4.114

```
17
Properties=species:S:1:pos:R:3:forces:R:3:mulliken_charge:R:1
O 3.352 -1.710 -2.223 -0.9 0.8 0.8 -0.419
C 2.502 -1.078 -1.711 0.8 -1.0 -1.1 0.550
C 1.647 -0.450 -0.976 -1.3 0.9 0.2 -0.320
C 0.639 0.457 -0.965 3.1 0.0 -0.5 -0.388
C 0.233 1.236 0.269 -2.1 -1.6 -0.9 0.608
O 0.342 2.549 0.063 0.2 0.5 0.1 -0.834
Mg 2.273 -2.122 1.474 0.6 -0.2 0.2 -0.131
H 0.303 0.906 -1.911 -0.3 -0.3 0.3 0.285
H 0.712 0.819 1.181 -0.3 0.3 -0.3 0.283
C -1.018 -1.568 1.098 -0.6 0.6 -0.1 0.227
C -1.797 -0.598 0.603 0.1 -0.8 -0.5 -0.356
C -1.317 0.729 0.182 -0.1 2.1 2.2 0.613
O -2.138 1.620 -0.036 -0.1 -1.6 -0.4 -0.654
Hg -1.467 3.910 -0.145 0.6 -0.1 0.1 0.526
H 0.057 -1.424 1.211 -0.5 -0.1 0.0 -0.675
H -1.459 -2.505 1.441 0.3 0.2 -0.1 0.340
H -2.865 -0.769 0.448 0.3 0.2 0.2 0.346
```
Forces are in eV/Å.

---

Number 1: F_max 0.0203 hartree/bohr. Number 2: F_max 0.0097 hartree/bohr. Number 3: F_max 0.0284 hartree/bohr. Number 4: F_max 0.0619 hartree/bohr.